1.
Density functional theory data (ωB97M-V with the def2-TZVPD basis set) for a cluster of 2 separate species, CH6OS2 in total.

Geometry as XYZ:
```
10
Properties=species:S:1:pos:R:3:nbo_charge:R:1
C -0.1526 3.8803 -0.5442 -0.7509
S -0.9941 2.6994 -1.6311 0.0884
S -1.5559 1.1095 -0.4757 -0.1312
H 0.5899 4.2577 -1.2467 0.2272
H 0.4184 3.3760 0.2399 0.2294
H -0.7585 4.6835 -0.1433 0.2225
H -0.3713 0.5441 -0.2231 0.1147
H 1.2397 -6.1622 1.1456 0.4652
H 0.4500 -7.4343 1.1993 0.4658
O 1.1344 -6.9540 1.6793 -0.9311
```

Computed properties:
- total charge = 0
- SMILES = CSS.O
- 2S+1 = 1
- ΔE to the lowest compared entry with this formula, charge and spin (kcal per mole) = 4.3

=====

2.
Density functional theory data (ωB97M-V with the def2-TZVPD basis set) for a cluster of 9 separate species, C10H13Cl25NO in total.

Geometry as XYZ:
```
50
Properties=species:S:1:pos:R:3:nbo_charge:R:1
N -0.0341 -1.0577 0.8077 -0.7002
C 0.8146 -1.5174 -0.3149 -0.3399
C 0.5444 -0.7201 -1.6074 0.5212
O -0.2763 -0.9858 -2.3584 -0.4310
Cl 1.6303 0.6591 -1.9097 -0.0307
H 0.0863 -0.0657 1.0417 0.4455
H 0.2150 -1.5987 1.6534 0.4622
H -1.0453 -1.2219 0.6601 0.4608
H 0.6604 -2.5875 -0.4810 0.2677
H 1.8747 -1.3672 -0.0838 0.2577
C 2.6402 4.4786 -1.0231 -0.2838
Cl 2.3121 4.2212 0.6961 0.0048
Cl 3.6717 5.8841 -1.2587 0.0500
Cl 3.3756 3.0351 -1.7345 0.0139
H 1.6969 4.6595 -1.5242 0.2324
C 1.3111 -0.4194 -5.7260 -0.2899
Cl 1.2347 -1.0701 -7.3663 0.0196
Cl 2.3567 1.0023 -5.6686 0.0261
Cl -0.3049 -0.0286 -5.1362 0.0234
H 1.7341 -1.1796 -5.0798 0.2229
C 1.3123 -4.6916 -5.4291 -0.2849
Cl 2.7297 -5.5430 -4.8141 0.0296
Cl 0.1171 -5.8273 -6.0461 0.0443
Cl 0.6031 -3.6696 -4.1654 -0.0211
H 1.6264 -4.0499 -6.2442 0.2346
C 1.4525 -0.6897 4.2449 -0.2967
Cl 1.7530 -2.2085 3.3763 0.0050
Cl -0.2764 -0.4953 4.5471 0.0153
Cl 2.3650 -0.6347 5.7414 0.0791
H 1.7784 0.1326 3.6167 0.2286
C -2.0434 -3.5005 2.9207 -0.2937
Cl -3.2145 -4.6314 3.5723 0.0794
Cl -0.4357 -4.2262 2.8509 0.0231
Cl -2.5326 -2.9518 1.3034 -0.0138
H -2.0027 -2.6356 3.5733 0.2361
C -2.1146 0.7523 -8.7687 -0.2862
Cl -3.4386 1.3319 -7.7519 0.0134
Cl -2.7430 -0.0670 -10.1995 0.0253
Cl -1.0536 2.0860 -9.2304 0.0202
H -1.5336 0.0389 -8.1962 0.2258
C -0.8073 3.5812 4.7218 -0.2784
Cl -0.0766 2.7215 3.3501 -0.0385
Cl -2.5386 3.7905 4.4619 0.0350
Cl -0.4989 2.7252 6.2285 0.0436
H -0.3506 4.5615 4.7859 0.2389
C -2.4873 2.9232 9.6365 -0.2822
Cl -3.6785 1.8112 10.3091 0.0308
Cl -0.8819 2.1797 9.6215 0.0081
Cl -2.9555 3.4321 8.0113 0.0135
H -2.4470 3.8016 10.2688 0.2334
```

Computed properties:
- total charge = +1
- 2S+1 = 1

=====

3.
Density functional theory data (ωB97M-V with the def2-TZVPD basis set) for the molecule C9H14N4O3S.

Geometry as XYZ:
```
31
Properties=species:S:1:pos:R:3:nbo_charge:R:1
C 0.5986 3.2910 -6.0311 -0.6344
C 0.0423 1.9136 -5.7012 -0.0756
H 0.5658 1.1321 -6.2551 0.1910
H -1.0294 1.8750 -5.9205 0.1990
O 0.2428 1.5855 -4.3237 -0.5039
C -0.6472 2.0524 -3.4522 0.7823
O -1.5912 2.7388 -3.7351 -0.5859
C -0.3169 1.5898 -2.0511 -0.6119
H 0.7475 1.6879 -1.8460 0.2495
H -0.9067 2.1359 -1.3181 0.2553
S -0.7420 -0.1876 -1.9128 0.3022
C -0.3963 -0.3744 -0.2271 0.1413
N 0.0607 0.5956 0.5397 -0.3342
N 0.1744 0.0107 1.7509 -0.3659
C -0.2174 -1.2725 1.6510 0.5057
N -0.5831 -1.5522 0.4179 -0.5227
N -0.2384 -2.1710 2.6886 -0.6120
C 0.1309 -1.8729 3.9776 0.6973
O 0.5204 -0.7723 4.2927 -0.6094
C -0.0025 -3.0479 4.9203 -0.5030
C 0.3915 -2.6698 6.3422 -0.5989
H 0.2959 -3.5275 7.0024 0.2128
H 1.4193 -2.3181 6.3656 0.2201
H -0.2461 -1.8696 6.7080 0.2194
H 0.6332 -3.8574 4.5522 0.2277
H -1.0377 -3.3975 4.8924 0.2269
H -0.5637 -3.0932 2.4371 0.4257
H 0.5000 0.4953 2.5755 0.4504
H 0.4864 3.4831 -7.0942 0.2168
H 1.6526 3.3444 -5.7693 0.2104
H 0.0564 4.0529 -5.4766 0.2239
```

Computed properties:
- total charge = 0
- SMILES = CCOC(=O)CSc1n[nH]c(NC(=O)CC)n1
- 2S+1 = 1
- ΔE to the lowest compared entry with this formula, charge and spin (kcal per mole) = 5.8

=====

no.,strongest force on any atom (eV/Å),calculated total energy (Eh)
1,0.8,-913.2957
2,3.8,-12023.3274
3,1.0,-1194.3286